# CH7O3

CH7O3 as an isolated structure (the ωB97M-V functional and the def2-TZVPD basis, OMol25).

```
! RIJCOSX wB97M-V def2-TZVPD def2/J DEFGRID3
* xyz -1 1
C -0.448 -1.038 0.130
O -0.929 0.233 -0.092
H -1.228 -1.725 0.070
H 0.439 -1.332 -0.416
H -0.133 -1.139 1.199
H -0.197 0.495 -1.355
H 1.086 0.709 -2.024
O 0.202 0.450 -2.301
H 0.491 0.967 2.401
H 0.184 0.800 0.758
O 0.532 1.580 1.631
*
```

Results
- largest force on an atom (eV Å⁻¹) = 3.5
- gap between HOMO and LUMO (eV) = 8.5
- energy above the lowest of the compared OMol25 structures with the same formula, charge and spin (kcal/mol) = 24.6
- HOMO (eV) = -4.02
- LUMO energy (Eh) = 0.16493

***

# CH7O5

A 4-piece molecular cluster, CH7O5 overall (the ωB97M-V functional and the def2-TZVPD basis, OMol25).

```
! RIJCOSX wB97M-V def2-TZVPD def2/J DEFGRID3
* xyz -1 1
O -0.139 -1.856 -1.983
C 0.103 -1.685 -0.755
O 0.205 -0.640 0.078
H 0.173 -2.648 -0.188
H -1.541 -0.738 2.309
H -0.386 -1.339 1.530
O -0.925 -1.543 2.326
H -0.431 2.435 -1.191
H -0.414 1.227 -2.102
O -0.549 2.142 -2.132
H 1.410 1.771 1.454
H 0.969 1.060 0.158
O 1.524 1.815 0.497
*
```

Results
- largest force on an atom (eV Å⁻¹) = 3.6
- gap between HOMO and LUMO (eV) = 9.2
- energy above the lowest of the compared OMol25 structures with the same formula, charge and spin (kcal/mol) = 17.1
- HOMO (eV) = -5.28
- LUMO energy (Eh) = 0.14226

***

# CH7O5

A 4-piece molecular cluster, CH7O5 overall (the ωB97M-V functional and the def2-TZVPD basis, OMol25).

```
! RIJCOSX wB97M-V def2-TZVPD def2/J DEFGRID3
* xyz -1 1
O 0.719 -0.208 1.920
C 0.794 -0.826 0.856
O -0.080 -0.903 -0.069
H 1.711 -1.385 0.617
H 0.479 -2.327 -2.464
H 0.423 -2.041 -0.924
O 0.559 -2.796 -1.634
H -0.807 0.586 -1.416
H -1.416 1.926 -0.911
O -1.004 1.506 -1.655
H -0.051 2.787 1.737
H -0.467 1.417 2.104
O -0.860 2.265 1.839
*
```

Results
- largest force on an atom (eV Å⁻¹) = 1.4
- gap between HOMO and LUMO (eV) = 9.6
- energy above the lowest of the compared OMol25 structures with the same formula, charge and spin (kcal/mol) = 7.7
- HOMO (eV) = -5.62
- LUMO energy (Eh) = 0.14481